99
Properties=species:S:1:pos:R:3:mulliken_charge:R:1 method="wB97M-V/def2-TZVPD" homo_lumo_gap_ev="4.2656 / 6.0083" lumo_ev="1.3 / 1.3" molar_mass_g_mol=953.9 total_charge=-1 spin_multiplicity=2 homo_energy_ev="-2.962 / -4.709" s2=0.783
Ti -0.14274 1.01890 -0.30983 -0.7661
S 1.34090 3.41589 -0.18691 -0.6418
P 0.15685 3.45904 1.40166 1.2929
C -0.87533 2.08889 1.27637 0.9184
P -2.59143 2.21128 1.57589 1.4231
S -3.68243 3.26729 0.32780 -0.5194
C -2.84647 2.79595 3.29956 0.4152
C -3.86922 3.69223 3.58822 -0.6701
C -4.03799 4.16947 4.88065 -0.6690
C -3.18609 3.75498 5.89560 -0.5461
C -2.17151 2.84913 5.61705 -0.8545
C -2.00765 2.37049 4.32539 0.2765
C -3.17225 0.47492 1.64233 0.3925
C -2.46046 -0.47452 2.37026 -0.2383
C -2.85178 -1.80442 2.36081 -0.7361
C -3.96257 -2.19435 1.62547 -0.4948
C -4.68603 -1.24930 0.91166 -0.6837
C -4.29263 0.08111 0.92010 -0.5728
C 1.22363 3.35788 2.88190 0.3724
C 1.93646 4.47081 3.32099 -0.3983
C 2.81025 4.36369 4.39151 -0.6761
C 2.99081 3.13940 5.02327 -0.5102
C 2.30017 2.02272 4.57604 -0.8537
C 1.41910 2.13296 3.50858 -0.0308
C -0.70695 5.04861 1.59250 0.0590
C -1.06196 5.73479 0.43391 -0.5505
C -1.77201 6.92123 0.51843 -0.6836
C -2.12805 7.43067 1.75972 -0.5184
C -1.77286 6.75302 2.91684 -0.7404
C -1.06496 5.56275 2.83528 -0.0415
H -4.50144 4.03289 2.77748 0.3746
H -4.82890 4.87896 5.09234 0.4209
H -3.31119 4.13759 6.90154 0.3791
H -1.49914 2.52315 6.40152 0.4228
H -1.20437 1.68122 4.10810 0.0198
H -1.56809 -0.18264 2.90842 0.3403
H -2.26900 -2.53925 2.90300 0.4030
H -4.25479 -3.23716 1.59676 0.3914
H -5.54528 -1.55269 0.32649 0.3915
H -4.82473 0.82656 0.34200 0.3449
H 1.80480 5.42296 2.82014 0.4678
H 3.35663 5.23511 4.73090 0.3973
H 3.67611 3.05649 5.85801 0.3742
H 2.44902 1.06183 5.05312 0.4476
H 0.88747 1.26363 3.13651 0.0108
H -0.79063 5.32083 -0.52937 0.3091
H -2.05775 7.44128 -0.38696 0.4054
H -2.68553 8.35738 1.82496 0.3694
H -2.05392 7.14231 3.88769 0.4117
H -0.79854 5.03548 3.74326 0.4274
C 0.21923 -2.27904 -6.39770 -0.6967
C 1.38300 -1.29484 -6.36845 -1.1469
N 1.57665 -0.69905 -5.05689 0.1363
C 0.78569 0.36713 -4.71754 -0.5072
C 0.72294 0.88533 -3.47145 0.2267
C -0.36137 1.87708 -3.14410 0.0732
O -0.74412 2.68909 -3.95670 -0.7122
O -0.88931 1.71001 -1.94648 -0.4546
C 1.56794 0.33032 -2.45993 1.1803
O 1.53608 0.73579 -1.21526 -0.9032
C 2.37585 -0.75509 -2.79215 0.4272
C 3.15947 -1.37901 -1.78523 -0.7985
C 3.56886 -2.65450 -1.97285 0.1369
F 4.13028 -3.27089 -0.88638 -0.4646
C 3.37033 -3.38966 -3.15833 -0.9990
C 2.79312 -2.66103 -4.24121 -0.7284
C 2.28328 -1.38823 -4.06735 0.9332
N 2.98663 -4.79792 -3.11011 0.1225
C 3.81149 -5.65095 -2.26157 -0.3561
C 3.20575 -7.03292 -2.10283 -0.8443
N 1.81627 -6.89713 -1.54980 -0.0149
C 0.97584 -6.16203 -2.54598 -1.1257
C 1.58136 -4.78683 -2.67943 -0.6408
H 0.11659 -2.72145 -7.39001 0.3925
H -0.71221 -1.76986 -6.14763 0.3130
H 0.36436 -3.07961 -5.67211 0.0537
H 1.20671 -0.48148 -7.07394 0.5084
H 2.31545 -1.77715 -6.66363 0.4535
H 0.17332 0.77579 -5.51070 0.5047
H 3.29498 -0.89008 -0.83146 0.6303
H 2.60499 -3.21619 -5.15072 0.3626
H 3.94547 -5.25645 -1.25135 0.3450
H 4.80382 -5.74153 -2.70646 0.4268
H 3.79727 -7.63335 -1.41409 0.4572
H 3.10469 -7.55336 -3.05555 0.3774
H 1.78686 -6.34126 -0.67124 0.2217
H 1.41495 -7.80839 -1.34190 0.3813
H -0.04131 -6.10198 -2.16775 0.4512
H 1.00000 -6.72962 -3.47563 0.4143
H 1.49102 -4.28236 -1.71609 0.4859
H 1.00444 -4.21281 -3.40384 0.2072
S 0.63592 -1.06007 1.13120 -0.6789
C -0.31378 -1.96168 0.04954 2.3884
S -1.26915 -1.03876 -1.04594 -0.5932
C -0.32815 -3.36537 -0.04388 0.0501
C -1.18015 -4.02112 -0.98094 -0.0972
N -1.80284 -4.61899 -1.74767 -0.7895
C 0.61424 -4.26075 0.50871 -0.0025
N 1.30164 -5.11915 0.88389 -0.9700